Record 1
{
  "formula": "C18H45N3O6Ti",
  "method": "the ωB97M-V functional and the def2-TZVPD basis",
  "e_lumo_ev": [-1.791, -1.911],
  "mol_weight_g_mol": 447.44,
  "gap_ev": [4.72, 9.31],
  "charge": 1,
  "multiplicity": 4,
  "e_above_lowest_kcal_mol": 6.2,
  "symbols": ["Ti", "C", "O", "C", "C", "N", "C", "C", "O", "C", "H", "H", "H", "H", "H", "H", "H", "H", "H", "H", "H", "H", "H", "H", "H", "C", "O", "C", "C", "N", "C", "C", "O", "C", "H", "H", "H", "H", "H", "H", "H", "H", "H", "H", "H", "H", "H", "H", "H", "C", "O", "C", "C", "N", "C", "C", "O", "C", "H", "H", "H", "H", "H", "H", "H", "H", "H", "H", "H", "H", "H", "H", "H"],
  "xyz": [[0.14462, 0.96432, -0.43553], [-4.83892, 0.72818, -2.50495], [-4.19177, 0.22166, -1.36020], [-3.37711, -0.89140, -1.62576], [-2.65828, -1.28122, -0.36864], [-1.96582, -0.14851, 0.22181], [-1.78314, -0.28501, 1.68086], [-1.37291, 1.03339, 2.32383], [-0.48145, 1.77664, 1.50422], [0.10855, 2.82935, 2.27541], [-5.09252, -0.04938, -3.23202], [-4.23231, 1.49205, -3.00468], [-5.78136, 1.18284, -2.19663], [-2.66426, -0.69736, -2.44534], [-3.97618, -1.74574, -1.97553], [-2.01913, -2.14339, -0.58022], [-3.37067, -1.73913, 0.34019], [-2.63994, 0.61537, 0.14967], [-0.99309, -1.01713, 1.85976], [-2.70112, -0.62360, 2.17876], [-0.88090, 0.77509, 3.27000], [-2.22759, 1.67466, 2.57312], [-0.66707, 3.53680, 2.57494], [0.83633, 3.34262, 1.65331], [0.62451, 2.40728, 3.13978], [0.56296, -2.34485, -1.35228], [0.74658, -0.98671, -1.69406], [0.95858, -0.86767, -3.08754], [1.62121, 0.45320, -3.48056], [1.04997, 1.61716, -2.80791], [-0.19740, 2.00521, -3.52207], [-0.99709, 3.02414, -2.77379], [-1.40785, 2.45222, -1.54672], [-2.45926, 3.16057, -0.91544], [1.43663, -2.93838, -1.62808], [-0.33919, -2.72027, -1.84634], [0.44564, -2.39888, -0.27652], [0.01475, -1.03897, -3.62365], [1.64833, -1.63956, -3.45772], [1.46445, 0.48022, -4.57381], [2.70171, 0.39233, -3.35684], [1.65155, 2.42089, -2.95977], [-0.82193, 1.12059, -3.64892], [0.05109, 2.39166, -4.51757], [-1.90391, 3.23856, -3.36145], [-0.50156, 3.99414, -2.64430], [-2.76730, 2.60760, -0.03067], [-3.33781, 3.24225, -1.56204], [-2.13028, 4.15266, -0.58998], [1.46340, -4.60354, 4.78174], [0.69734, -3.83564, 3.85669], [1.37906, -3.53426, 2.67776], [2.00572, -2.15845, 2.75442], [2.79293, -1.84511, 1.56580], [3.48903, -0.56913, 1.61302], [2.57296, 0.63289, 1.69528], [2.23619, 1.23620, 0.44622], [3.30752, 1.98028, -0.11015], [2.47814, -4.19854, 4.87222], [1.52250, -5.65151, 4.48524], [0.98118, -4.48698, 5.74860], [0.71220, -3.61744, 1.81739], [2.15957, -4.28393, 2.45959], [2.63878, -2.09423, 3.65459], [1.18845, -1.44326, 2.85443], [3.38860, -2.60648, 1.28099], [4.02136, -0.48041, 0.66155], [4.22769, -0.55811, 2.42667], [3.06168, 1.38703, 2.33003], [1.63600, 0.38032, 2.18245], [3.33598, 2.97646, 0.34458], [3.14058, 2.10424, -1.17695], [4.27475, 1.49312, 0.01971]],
  "mulliken_spin": [2.524, 0.000, 0.005, 0.032, 0.038, -0.115, 0.124, -0.050, 0.051, 0.036, 0.000, 0.000, 0.000, 0.017, 0.001, -0.015, 0.000, 0.018, 0.018, 0.011, -0.001, -0.004, 0.017, -0.024, 0.005, -0.030, -0.016, 0.053, -0.004, 0.030, 0.081, -0.014, 0.005, 0.039, 0.005, 0.007, 0.055, -0.018, 0.004, -0.002, -0.005, 0.010, -0.016, 0.002, 0.000, -0.013, -0.009, 0.005, 0.003, 0.000, -0.002, -0.004, 0.021, 0.033, -0.009, 0.096, 0.008, 0.050, 0.000, 0.000, 0.000, 0.004, 0.000, -0.007, -0.011, -0.001, -0.003, -0.007, 0.008, -0.022, -0.001, -0.022, 0.005]
}

Record 2
{
  "formula": "C18H46AsF6MgN3O15",
  "method": "the ωB97M-V functional and the def2-TZVPD basis",
  "e_lumo_ev": [-2.084, -8.176],
  "mol_weight_g_mol": 757.79,
  "gap_ev": [9.61, 3.48],
  "charge": 1,
  "multiplicity": 2,
  "symbols": ["Mg", "N", "O", "O", "O", "As", "F", "F", "F", "F", "F", "F", "C", "N", "O", "O", "H", "H", "H", "C", "N", "O", "O", "H", "H", "H", "C", "O", "C", "C", "O", "C", "H", "H", "H", "H", "H", "H", "H", "H", "H", "H", "C", "O", "C", "C", "O", "C", "H", "H", "H", "H", "H", "H", "H", "H", "H", "H", "C", "O", "C", "C", "O", "C", "H", "H", "H", "H", "H", "H", "H", "H", "H", "H", "C", "O", "C", "C", "O", "C", "H", "H", "H", "H", "H", "H", "H", "H", "H", "H"],
  "xyz": [[0.64065, -3.18849, -0.62807], [-0.42957, -0.53193, 0.70774], [0.29390, -0.31260, 1.64410], [-1.24054, 0.34665, 0.33526], [-0.25041, -1.57052, 0.08043], [2.77445, -0.98160, -2.59667], [4.02340, -2.31086, -2.56860], [1.80980, -1.97734, -1.45243], [1.57363, 0.34754, -2.50430], [3.80515, -0.11239, -3.75929], [1.90644, -1.71666, -3.96128], [3.62650, -0.14569, -1.22112], [3.19652, 1.50875, 1.65598], [3.79069, 2.55729, 0.81247], [3.01232, 3.27201, 0.14519], [4.99688, 2.71612, 0.89216], [2.85133, 0.62161, 1.12501], [2.41536, 2.05145, 2.18830], [3.95520, 1.13484, 2.34351], [-1.22169, 1.45444, -3.09199], [-1.09599, 0.84779, -4.42802], [-0.45308, -0.20325, -4.44865], [-1.46450, 1.51863, -5.42372], [-2.03062, 2.17761, -2.98829], [-0.26045, 1.93769, -2.91708], [-1.34779, 0.67452, -2.34104], [-1.88614, -2.87995, -2.51610], [-0.67489, -3.34814, -2.03657], [-0.11484, -4.16520, -3.05589], [0.98177, -5.07355, -2.57756], [1.75085, -4.36865, -1.60839], [2.98479, -5.06348, -1.46569], [-2.66162, -3.64574, -2.53305], [-1.73162, -2.40640, -3.48562], [-2.22665, -2.05805, -1.88630], [0.19710, -3.47695, -3.84145], [-0.90034, -4.78654, -3.48603], [1.60683, -5.24519, -3.45388], [0.72100, -6.07079, -2.22315], [2.83737, -6.09174, -1.13546], [3.54780, -4.39732, -0.81197], [3.47521, -5.08346, -2.43893], [0.77521, 6.66200, 1.21626], [-0.21474, 5.90902, 0.51370], [0.22787, 4.58334, 0.12813], [-0.99942, 3.69637, -0.39285], [-1.62911, 4.12532, -1.60820], [-2.51028, 5.18675, -1.35926], [1.57635, 6.95610, 0.53819], [1.23103, 6.13020, 2.05144], [0.23079, 7.46549, 1.71234], [0.65480, 4.13230, 1.02389], [0.98021, 4.67645, -0.65508], [-1.76186, 3.52978, 0.36809], [-0.41528, 2.82798, -0.69747], [-3.13919, 5.27289, -2.24535], [-2.01214, 6.15072, -1.25571], [-3.13931, 4.96359, -0.49750], [-1.36878, -5.46508, -0.13805], [-0.27659, -4.63396, 0.19623], [0.36837, -5.12977, 1.36038], [1.33255, -4.08376, 1.93395], [1.87906, -3.32207, 0.85148], [2.92612, -2.42965, 1.29117], [-2.04533, -5.14394, -0.93005], [-1.95246, -5.63647, 0.76641], [-0.94939, -6.42872, -0.42720], [1.08650, -5.91206, 1.11459], [-0.31753, -5.55979, 2.09025], [2.16639, -4.56914, 2.44112], [0.83421, -3.34516, 2.56182], [3.59439, -2.73971, 2.09452], [2.39561, -1.61733, 1.78796], [3.54098, -2.07110, 0.46565], [-0.31739, 3.43159, 4.43411], [-1.38741, 3.44733, 3.50333], [-2.00169, 2.16503, 3.19166], [-3.36799, 2.42664, 2.49505], [-4.23124, 3.01081, 3.48753], [-5.67545, 2.89031, 3.25222], [-0.72865, 3.08074, 5.38061], [-0.00680, 4.44797, 4.67619], [0.51895, 2.84343, 4.05633], [-2.17618, 1.59110, 4.10175], [-1.38419, 1.46044, 2.63457], [-3.65023, 1.43388, 2.14452], [-3.37323, 3.02256, 1.58239], [-6.01070, 2.13159, 3.95937], [-5.96645, 2.62117, 2.23685], [-6.09493, 3.86040, 3.51878]],
  "mulliken_spin": [0.001, 0.000, 0.000, 0.004, 0.001, 0.000, 0.000, 0.000, 0.000, 0.000, 0.000, 0.000, 0.000, 0.000, 0.000, 0.001, 0.000, 0.000, 0.000, 0.000, 0.000, 0.001, 0.000, -0.003, 0.000, 0.002, 0.000, -0.001, 0.000, 0.000, 0.000, 0.000, 0.000, 0.000, 0.000, 0.000, 0.000, 0.000, 0.000, 0.000, 0.000, 0.000, 0.017, 0.078, 0.176, 0.057, 0.556, 0.000, 0.003, 0.001, -0.002, -0.012, 0.008, -0.021, 0.033, 0.013, 0.061, 0.014, 0.000, 0.000, 0.000, 0.000, 0.000, 0.000, 0.000, 0.000, 0.000, 0.000, 0.000, 0.000, 0.000, 0.000, 0.000, 0.000, 0.000, 0.001, 0.000, 0.001, 0.009, 0.000, 0.000, 0.000, 0.000, 0.000, 0.000, 0.001, 0.001, 0.001, 0.000, 0.000]
}

Record 3
{
  "formula": "C18H46AsF6N6O8",
  "method": "the ωB97M-V functional and the def2-TZVPD basis",
  "e_lumo_ev": [4.105, 4.035],
  "mol_weight_g_mol": 663.51,
  "gap_ev": [3.12, 8.58],
  "charge": -2,
  "multiplicity": 2,
  "symbols": ["As", "F", "F", "F", "F", "F", "F", "C", "C", "C", "O", "H", "H", "H", "H", "H", "H", "H", "H", "C", "C", "C", "O", "H", "H", "H", "H", "H", "H", "H", "H", "O", "C", "N", "C", "H", "H", "H", "H", "H", "O", "C", "N", "C", "H", "H", "H", "H", "H", "O", "C", "N", "C", "H", "H", "H", "H", "H", "O", "C", "N", "C", "H", "H", "H", "H", "H", "O", "C", "N", "C", "H", "H", "H", "H", "H", "O", "C", "N", "C", "H", "H", "H", "H", "H"],
  "xyz": [[-0.64250, 0.36051, -0.47787], [-0.85770, -0.64550, -1.95613], [0.96742, 1.04051, -0.94827], [-0.53784, 1.28109, 1.06061], [-2.31672, -0.22071, 0.08334], [0.32015, -0.93946, 0.34176], [-1.38615, 1.71951, -1.29479], [-3.22547, -0.27864, -4.71237], [-3.81508, 0.26984, -3.40234], [-5.31053, 0.68705, -3.51871], [-3.80925, -0.90780, -2.61842], [-2.20170, -0.53149, -4.43658], [-3.24251, 0.45707, -5.51646], [-3.68211, -1.20352, -5.06475], [-3.19229, 1.03163, -2.93341], [-5.98499, -0.01476, -4.00929], [-5.49050, 1.64109, -4.01422], [-5.69770, 0.92279, -2.52743], [-2.85714, -1.02184, -2.57271], [4.72533, -0.84993, -1.99995], [3.55692, -1.66013, -2.64557], [2.24826, -1.03027, -2.22308], [3.75946, -1.48170, -3.98216], [4.41244, -0.57397, -0.99294], [4.80490, 0.14844, -2.43011], [5.70848, -1.31352, -1.91876], [3.59831, -2.72546, -2.41869], [1.36706, -1.51602, -2.64218], [2.25050, 0.02465, -2.49733], [2.19402, -0.92234, -1.13980], [3.40952, -2.25697, -4.42725], [5.05343, -2.07804, 2.23570], [4.01802, -1.61637, 1.86008], [3.10965, -2.34263, 1.21238], [3.92915, -0.06174, 1.89493], [3.24748, -3.33526, 1.33805], [2.24055, -1.92905, 0.90627], [2.99732, 0.15728, 2.41629], [4.04392, 0.46007, 0.94485], [4.62004, 0.38730, 2.60845], [2.52366, 5.43905, -1.53181], [1.80436, 4.52402, -1.17790], [1.55495, 3.56617, -1.99278], [1.13148, 4.56992, 0.18538], [1.90781, 3.61895, -2.93767], [1.14309, 2.78028, -1.51024], [0.45533, 5.40936, 0.34739], [1.98627, 4.78628, 0.82617], [0.53924, 3.67351, 0.36927], [-4.39523, 2.83203, 2.95314], [-4.32182, 1.86436, 2.23048], [-3.62174, 1.89797, 1.17396], [-5.11381, 0.54656, 2.57458], [-3.32130, 2.83762, 0.95744], [-3.25360, 1.04975, 0.76764], [-4.76549, -0.25761, 1.92643], [-6.15096, 0.62060, 2.24759], [-5.08259, 0.30073, 3.63604], [-0.37394, -0.78200, 6.31938], [-0.67036, -1.30525, 5.21562], [0.01090, -2.37677, 4.88151], [-1.65132, -0.73062, 4.27778], [-0.19565, -2.74020, 3.96208], [0.73829, -2.86317, 5.38590], [-2.33672, 0.06956, 4.55715], [-2.34251, -1.38142, 3.74223], [-1.04180, -0.39865, 3.43731], [1.30858, -3.74107, -4.24394], [0.48866, -4.24509, -3.56842], [0.48627, -5.47704, -3.09594], [-0.64425, -3.42144, -3.08902], [-0.17847, -5.63248, -2.35160], [1.27540, -6.10495, -3.15163], [-0.81627, -3.50692, -2.01607], [-1.56186, -3.79345, -3.54478], [-0.50931, -2.41146, -3.47607], [1.03514, 2.12186, 5.95473], [1.22443, 2.17377, 4.73825], [1.14846, 1.08373, 4.04593], [1.59145, 3.44549, 4.03378], [1.11844, 0.20249, 4.53851], [1.32128, 1.12188, 3.05156], [0.79150, 4.14219, 4.28435], [1.91195, 3.56590, 2.99895], [2.51995, 3.79381, 4.48618]],
  "mulliken_spin": [0.648, 0.096, 0.028, -0.004, 0.000, -0.041, -0.011, -0.008, 0.008, 0.001, -0.028, 0.019, -0.002, 0.004, 0.023, 0.000, -0.004, 0.003, 0.046, 0.002, -0.001, 0.007, -0.003, -0.002, 0.000, 0.000, 0.001, -0.016, 0.013, 0.016, 0.001, -0.005, 0.030, 0.020, -0.019, -0.011, 0.001, 0.023, -0.003, 0.000, -0.006, 0.029, 0.007, -0.017, -0.004, -0.006, -0.003, 0.002, 0.025, -0.005, 0.013, 0.016, 0.006, -0.005, 0.004, 0.004, -0.002, 0.001, -0.003, 0.013, 0.008, 0.008, -0.012, -0.002, -0.003, -0.012, 0.017, -0.008, 0.000, 0.009, 0.065, -0.008, -0.001, -0.008, 0.016, 0.010, -0.002, 0.004, 0.002, -0.003, 0.008, 0.005, 0.001, 0.005, 0.000]
}